<a>
{
  "formula": "C2H2OS",
  "method": "ωB97M-V/def2-TZVPD",
  "species": ["S", "O", "C", "C", "H", "H"],
  "positions_angstrom": [[-3.615, -0.197, -0.073], [-2.311, 0.445, 0.127], [1.818, 0.427, -0.077], [1.129, -0.538, 0.061], [0.531, -1.388, 0.207], [2.448, 1.251, -0.245]],
  "nbo_charge": [0.677, -0.677, -0.233, -0.225, 0.228, 0.229],
  "charge": 0,
  "orbital_gap_ev": [7.796, 7.782],
  "smiles": "C#C.O=S"
}

<b>
{
  "formula": "C2H2OS",
  "method": "ωB97M-V/def2-TZVPD",
  "species": ["S", "O", "C", "C", "H", "H"],
  "positions_angstrom": [[0.392, -1.068, -1.755], [-0.632, 0.839, 1.310], [0.191, 0.074, 0.806], [-0.263, -0.086, -0.642], [-0.895, 0.573, -1.066], [1.207, -0.331, 1.346]],
  "nbo_charge": [0.114, -0.484, 0.339, -0.350, 0.205, 0.176],
  "charge": 0,
  "orbital_gap_ev": 7.898,
  "smiles": "O=CC=S"
}

Most stable to least stable: <b>, <a>